Version a
Formula: C5H14N2O2
Source: the Open Molecules 2025 dataset
Level of theory: ωB97M-V/def2-TZVPD

The net charge is 0. The calculation puts the HOMO energy (alpha / beta) at -5.95 / -5.91 eV. The calculation puts the LUMO energy (alpha / beta) at 0.707 / 0.745 eV. The spin multiplicity is 1. Its gap between HOMO and LUMO (alpha / beta) is 6.66 / 6.65 eV.

Each line ends with the Löwdin charge.
CARTESIAN COORDINATES (ANGSTROEM)
O 1.57831 -0.56965 -1.46462  -0.031
O 1.65368 -1.75288 0.53081  -0.027
N -1.12443 -1.14999 -0.98839  0.078
N -0.40441 1.63788 -0.68472  0.112
C -0.39825 0.74833 0.35376  -0.240
C -2.83816 0.37959 0.87904  -0.064
C 2.60768 0.46854 0.39371  -0.055
C 1.54224 -0.48647 -0.06993  -0.540
C -0.85218 -0.55656 0.24873  -0.265
H 2.59573 0.54826 1.48036  0.079
H -0.23287 1.13563 1.34684  0.139
H -0.11551 1.25794 -1.57750  0.096
H -2.83919 1.06260 1.72567  -0.012
H 2.46806 1.45614 -0.04698  0.069
H -0.74499 -1.20446 1.10207  0.130
H 0.00708 2.53754 -0.49762  0.099
H 3.60562 0.11071 0.09250  0.082
H 0.79340 -1.09253 -1.71275  0.069
H 2.49658 -2.16068 0.26047  0.102
H -3.21834 0.84604 -0.02798  -0.013
H -1.73426 -0.57864 -1.56225  0.102
H -1.50422 -2.08129 -0.89844  0.107
H -3.34157 -0.55605 1.11724  -0.017

=====

Version b
Formula: C5H14N2O2
Source: the Open Molecules 2025 dataset
Level of theory: ωB97M-V/def2-TZVPD

The net charge is 0. The calculation puts the HOMO energy at -7.98 eV. The calculation puts the LUMO energy at 0.743 eV. The spin multiplicity is 1. Its gap between HOMO and LUMO is 8.72 eV.

Each line ends with the Löwdin charge.
CARTESIAN COORDINATES (ANGSTROEM)
O 1.17799 -1.64380 -0.28808  -0.083
O -1.31229 -1.54874 -1.04571  0.012
N -2.64091 -0.39245 1.04865  0.021
N 1.11075 0.23705 -1.78950  0.082
C 1.10036 -0.18901 -0.43281  -0.504
C -1.44827 -0.35852 -0.42844  -0.308
C -0.59390 0.09252 0.62868  -0.233
C 2.25051 0.43427 0.32313  -0.064
C -0.66121 1.53999 1.03518  -0.063
H -3.47204 0.05209 0.66402  0.021
H 2.01184 0.11164 -2.25154  0.085
H -1.33318 1.64247 1.88463  0.076
H 0.39820 -0.21804 -2.34577  0.073
H -1.86704 0.40161 -1.08525  0.144
H 2.22305 0.15189 1.37461  0.084
H -1.01533 2.17055 0.22023  0.087
H -0.30426 -0.63026 1.38182  0.132
H -0.51810 -2.00165 -0.67137  0.092
H 2.21904 1.51889 0.23930  0.075
H -2.78987 -1.39835 1.07604  0.027
H 1.93806 -1.98088 -0.78666  0.101
H 0.31376 1.91326 1.33795  0.063
H 3.21284 0.09545 -0.08911  0.080

=====

Version c
Formula: C5H14N2O2
Source: the Open Molecules 2025 dataset
Level of theory: ωB97M-V/def2-TZVPD

The net charge is 0. The calculation puts the HOMO energy at -9.15 eV. The calculation puts the LUMO energy at 0.759 eV. The spin multiplicity is 1. Its gap between HOMO and LUMO is 9.91 eV.

Each line ends with the Löwdin charge.
CARTESIAN COORDINATES (ANGSTROEM)
O -2.12381 0.27093 0.86727  -0.074
O -0.01544 1.72239 1.30271  -0.096
N -2.25419 -1.98409 0.19904  0.058
N 0.09039 0.03205 -0.56804  -0.131
C -1.53567 -0.99913 0.97831  -0.474
C 2.15150 1.58575 0.28130  -0.043
C -0.05826 -0.95221 0.50999  -0.124
C 0.64534 1.70453 0.24043  -0.424
C 0.80907 -0.43111 -1.74373  -0.073
H 0.29166 2.30652 -0.61701  0.132
H 0.30899 -1.28427 -2.21323  0.090
H 1.81563 -0.73401 -1.45819  0.089
H -2.35329 -1.65424 -0.75723  0.073
H 0.25611 -1.94154 0.17600  0.122
H 2.45646 0.77129 0.93490  0.081
H -1.42300 0.96915 1.19302  0.079
H 2.57734 1.45493 -0.70964  0.066
H -3.19227 -2.08695 0.56984  0.076
H 2.53653 2.51257 0.70543  0.087
H 0.55794 -0.63032 1.35423  0.117
H -0.86487 0.32773 -0.80456  0.133
H 0.87669 0.38130 -2.46652  0.091
H -1.55282 -1.34126 2.02569  0.146

=====

Version d
Formula: C5H14N2O2
Source: the Open Molecules 2025 dataset
Level of theory: ωB97M-V/def2-TZVPD

The net charge is 0. The calculation puts the HOMO energy at -8.34 eV. The calculation puts the LUMO energy at 0.773 eV. The spin multiplicity is 1. Its gap between HOMO and LUMO is 9.12 eV.

Each line ends with the Löwdin charge.
CARTESIAN COORDINATES (ANGSTROEM)
O -2.33093 -1.97812 -0.53976  -0.052
O 0.89940 -0.86334 -1.86924  -0.044
N 1.84841 0.90343 1.06424  0.039
N -0.06885 -1.66084 -1.14685  -0.230
C 0.52909 -2.36428 -0.02973  -0.081
C 0.50769 0.84853 1.38274  -0.269
C -0.43644 1.74188 1.01564  -0.200
C -1.41142 -1.02709 -1.02154  -0.250
C -0.30163 2.71153 -0.11126  -0.117
H 2.12539 1.77538 0.61889  0.088
H -0.20895 -2.91127 0.56315  0.088
H 1.06150 -1.69548 0.64890  0.051
H -1.74287 -0.66082 -1.99777  0.122
H 0.17543 2.25117 -0.98532  0.071
H -2.08062 -2.79924 -0.99536  0.096
H 0.27890 3.58635 0.19546  0.073
H -1.44057 -0.15788 -0.36831  0.088
H -1.40758 1.69121 1.50282  0.095
H 2.44986 0.67819 1.85518  0.096
H 0.31023 0.20268 2.23998  0.114
H 1.25829 -0.25291 -1.19128  0.065
H 1.27781 -3.07116 -0.40159  0.087
H -1.29213 3.05209 -0.42899  0.073

=====

Which one sits at the bottom of the stability order? version a does.

=====

Version a
Formula: C5H8N2S
Source: the Open Molecules 2025 dataset
Level of theory: ωB97M-V/def2-TZVPD

The net charge is 0. The calculation puts the HOMO energy at -8.26 eV. The calculation puts the LUMO energy at -0.172 eV. The spin multiplicity is 1. Its gap between HOMO and LUMO is 8.09 eV.

Each line ends with the Löwdin charge.
CARTESIAN COORDINATES (ANGSTROEM)
S 2.95840 -0.33183 -0.33247  0.840
N 2.24968 -0.98651 0.96210  -0.343
N 0.39577 -0.03636 0.90417  0.007
C 2.03976 1.12878 -0.34862  -0.434
C -1.33823 -0.75246 -0.96821  -0.097
C 0.77534 0.99904 0.11760  -0.304
C -0.81070 -0.72733 0.45027  -0.303
C -1.96858 0.16558 0.06375  -0.131
H -1.87806 -1.60897 -1.24775  0.084
H 2.31719 2.04920 -1.03289  0.104
H -2.10470 1.21753 0.12566  0.077
H -3.04296 -0.30677 0.30820  0.141
H -0.16120 1.53757 -0.17012  0.124
H -1.11922 -1.59531 1.03517  0.134
H -0.66298 -0.34461 -1.66505  0.083
H 2.35050 -0.40753 1.79818  0.017

=====

Version b
Formula: C5H8N2S
Source: the Open Molecules 2025 dataset
Level of theory: ωB97M-V/def2-TZVPD

The net charge is 0. The calculation puts the HOMO energy at -9.29 eV. The calculation puts the LUMO energy at 0.418 eV. The spin multiplicity is 1. Its gap between HOMO and LUMO is 9.71 eV.

Each line ends with the Löwdin charge.
CARTESIAN COORDINATES (ANGSTROEM)
S 1.72880 -0.99558 0.23596  0.814
N -0.01030 2.35264 -0.80946  0.096
N 0.53093 0.20615 0.13775  -0.504
C 0.77235 1.37722 -0.59256  -0.353
C -1.69792 -0.82334 -0.17244  -0.143
C -0.77089 -0.05691 0.66552  -0.431
C -1.08619 0.40465 1.88368  0.097
C -1.49581 -1.12639 -1.44758  0.024
H -0.91359 2.17557 -0.37374  0.034
H -0.39419 0.95971 2.49320  0.072
H 1.80363 1.40446 -1.00540  0.104
H -2.19989 -1.69892 -2.01951  0.054
H -2.10407 0.21258 2.30410  0.087
H -0.57525 -0.80914 -1.96779  0.067
H 1.39013 -1.75802 -0.84368  -0.132
H -2.64129 -1.11981 0.31971  0.114

=====

Which one sits at the bottom of the stability order? version a does.

=====

Version a
Formula: C2H3Cl3N2
Source: the Open Molecules 2025 dataset
Level of theory: ωB97M-V/def2-TZVPD

The net charge is 0. The calculation puts the HOMO energy (alpha / beta) at -9.24 / -9.05 eV. The calculation puts the LUMO energy (alpha / beta) at -1.387 / -1.011 eV. The spin multiplicity is 1. Its gap between HOMO and LUMO (alpha / beta) is 7.85 / 8.04 eV.

Each line ends with the Löwdin charge.
CARTESIAN COORDINATES (ANGSTROEM)
Cl 1.46365 -0.41097 2.59717  0.502
Cl 2.42040 0.24944 -0.14030  0.555
Cl 0.09609 -2.52112 1.47629  0.490
N 0.83816 -0.22696 -0.47538  -0.480
N 0.10689 -0.88273 1.82007  -0.988
C -0.07333 0.72637 -0.81056  -0.339
C -1.38385 0.49323 -1.10046  0.075
H -1.96766 -0.31661 -0.77459  0.053
H -1.95035 1.14746 -1.62011  0.020
H 0.44998 1.74190 -0.97213  0.113

=====

Version b
Formula: C2H3Cl3N2
Source: the Open Molecules 2025 dataset
Level of theory: ωB97M-V/def2-TZVPD

The net charge is 0. The calculation puts the HOMO energy at -9.68 eV. The calculation puts the LUMO energy at -1.060 eV. The spin multiplicity is 1. Its gap between HOMO and LUMO is 8.63 eV.

Each line ends with the Löwdin charge.
CARTESIAN COORDINATES (ANGSTROEM)
Cl 0.61492 0.77056 2.11186  0.435
Cl -1.00753 1.82144 -0.95563  0.359
Cl -2.47033 1.42638 1.48439  0.570
N -1.52439 0.53012 0.37039  -0.896
N -0.54261 -0.11286 0.93553  -0.549
C 1.33133 -0.65521 -0.87950  -0.016
C 0.21166 -0.97561 -0.31348  -0.120
H 1.84203 0.20675 -0.71782  0.014
H -0.39982 -1.85276 -0.31859  0.088
H 1.94474 -1.15881 -1.71716  0.115

=====

Which one sits at the bottom of the stability order? version a does.

=====

Version a
Formula: C8H16Cl8
Source: the Open Molecules 2025 dataset
Level of theory: ωB97M-V/def2-TZVPD

The net charge is 0. The calculation puts the HOMO energy at -10.60 eV. The calculation puts the LUMO energy at 0.437 eV. The spin multiplicity is 1. Its gap between HOMO and LUMO is 11.04 eV.

Each line ends with the Löwdin charge.
CARTESIAN COORDINATES (ANGSTROEM)
Cl -2.26512 2.37182 0.47703  0.568
Cl 3.67475 2.31379 1.95582  0.584
Cl 1.89018 4.48095 3.71368  0.513
Cl 1.30766 -1.42941 -1.23409  0.484
Cl -1.64763 -6.52794 -2.32235  0.504
Cl -4.11552 -4.38724 -0.70337  0.542
Cl 0.86575 2.20976 -1.50714  0.618
Cl -1.73775 -1.65708 1.65725  0.591
C 2.23490 1.13686 -1.51934  -0.706
C -1.65465 1.01696 1.41016  -0.687
C 1.44465 3.83678 2.05774  -0.596
C 1.96288 -0.07972 -2.33796  -0.565
C 2.71714 3.62677 1.33773  -0.735
C -2.58074 -0.19288 1.20181  -0.680
C -2.46992 -3.98728 -1.26785  -0.677
C -1.55415 -5.15676 -1.16106  -0.686
H -0.63432 0.84688 1.16542  0.036
H -2.88278 -0.20253 0.14441  0.065
H -0.50455 -4.83029 -1.42497  0.075
H 3.30935 4.48572 1.34827  0.045
H 3.05800 1.66765 -1.94580  0.074
H -3.50569 -0.15469 1.81181  0.084
H -1.58617 -5.60266 -0.16789  0.068
H 0.94577 4.69491 1.54783  0.097
H -1.78876 1.24437 2.44606  0.061
H 1.22627 0.22334 -3.05706  0.052
H -2.47464 -3.43790 -2.23941  0.095
H 2.89599 -0.43942 -2.74707  0.072
H 2.46099 0.88203 -0.52439  0.023
H 2.53680 3.32565 0.27423  0.033
H 0.82595 3.02140 2.19624  0.027
H -1.95462 -3.29986 -0.58573  0.020

=====

Version b
Formula: C8H16Cl8
Source: the Open Molecules 2025 dataset
Level of theory: ωB97M-V/def2-TZVPD

The net charge is 0. The calculation puts the HOMO energy at -10.70 eV. The calculation puts the LUMO energy at 0.462 eV. The spin multiplicity is 1. Its gap between HOMO and LUMO is 11.16 eV.

Each line ends with the Löwdin charge.
CARTESIAN COORDINATES (ANGSTROEM)
Cl -3.59047 -3.49734 2.66388  0.594
Cl 0.79411 -1.38799 1.70124  0.561
Cl 1.89686 0.69293 -5.73183  0.562
Cl 0.04077 -4.87947 4.10938  0.550
Cl 0.90424 -2.48222 -3.05890  0.531
Cl 1.72716 5.90151 2.51652  0.522
Cl -0.58060 4.80159 -0.89683  0.555
Cl -1.07551 0.44277 -1.80396  0.594
C -0.47567 -0.79635 0.55746  -0.633
C 0.79060 4.82095 0.21686  -0.668
C 0.31579 5.71499 1.42896  -0.648
C 1.42789 -1.66552 -4.56206  -0.648
C -0.09073 0.37925 -0.36055  -0.670
C -1.12316 -3.94437 3.14791  -0.718
C 1.71684 -0.21938 -4.22415  -0.698
C -2.49294 -4.22710 3.78029  -0.715
H 0.93365 3.80957 0.59731  0.050
H -0.50602 5.36361 2.05288  0.068
H 2.23442 -2.30991 -4.91185  0.071
H 1.73097 5.12051 -0.24580  0.071
H -0.85398 -1.61200 -0.05875  0.053
H 0.96204 0.29916 -0.63140  0.064
H -2.57458 -3.76530 4.76426  0.075
H -0.81823 -2.90108 3.22956  0.013
H 0.55946 -1.71655 -5.21881  0.063
H -2.71038 -5.29242 3.85719  0.068
H -0.26962 1.32421 0.15243  0.055
H 0.11588 6.70679 1.02343  0.055
H 0.92408 0.33075 -3.71720  0.011
H -1.10137 -4.27427 2.10926  0.063
H -1.39963 -0.55686 1.08380  0.072
H 2.58817 -0.18053 -3.57042  0.077

=====

Which one sits at the bottom of the stability order? version a does.